1.
69
Properties=species:S:1:pos:R:3:nbo_charge:R:1 method="wB97M-V/def2-TZVPD" relative_energy_kj_mol=201.47 charge=0 mol_weight_g_mol=632.33 e_homo_ev=-9.3 energy_ha=-3555.63522
C 21.701 -26.321 11.455 -0.492
N 21.838 -26.889 12.808 0.527
O 22.985 -26.932 13.247 -0.376
O 20.815 -27.182 13.394 -0.364
H 20.722 -25.855 11.352 0.228
H 21.766 -27.140 10.739 0.240
H 22.392 -25.481 11.376 0.237
C 34.941 -22.623 6.573 -0.488
N 35.581 -21.592 7.331 0.519
O 36.413 -20.857 6.832 -0.360
O 35.132 -21.465 8.464 -0.383
H 35.263 -23.596 6.944 0.241
H 35.301 -22.557 5.546 0.228
H 33.857 -22.509 6.564 0.243
C 26.789 -32.519 4.244 -0.484
N 25.926 -32.850 5.422 0.510
O 25.481 -31.868 6.094 -0.390
O 25.725 -34.023 5.721 -0.345
H 26.096 -32.322 3.427 0.237
H 27.414 -33.377 3.995 0.232
H 27.455 -31.671 4.399 0.240
C 31.903 -26.185 -0.306 -0.486
N 33.275 -26.285 0.212 0.513
O 34.209 -25.922 -0.520 -0.376
O 33.499 -26.834 1.283 -0.369
H 31.469 -27.184 -0.363 0.239
H 31.997 -25.761 -1.306 0.240
H 31.272 -25.566 0.332 0.239
Cl 26.518 -25.962 5.254 0.044
C 27.799 -25.312 6.317 -0.227
Cl 27.416 -25.621 8.003 0.064
Cl 29.284 -26.252 6.047 0.042
Cl 28.007 -23.600 6.031 0.077
C 27.903 -21.675 13.674 -0.209
C 27.837 -20.968 12.514 -0.217
C 26.645 -20.546 12.023 -0.202
C 25.548 -20.743 12.778 -0.228
C 25.607 -21.355 14.035 -0.199
C 26.852 -21.842 14.535 -0.212
H 28.896 -22.005 13.942 0.205
H 28.786 -20.940 11.998 0.211
H 26.626 -20.028 11.075 0.211
H 24.616 -20.263 12.518 0.209
H 24.704 -21.336 14.627 0.211
H 26.964 -22.427 15.436 0.220
C 32.811 -32.342 9.340 -0.203
C 32.733 -33.719 9.323 -0.222
C 33.745 -34.414 8.649 -0.202
C 34.741 -33.783 7.911 -0.225
C 34.838 -32.420 8.024 -0.204
C 33.893 -31.672 8.780 -0.217
H 32.085 -31.721 9.843 0.210
H 31.933 -34.317 9.733 0.219
H 33.509 -35.445 8.434 0.205
H 35.413 -34.408 7.341 0.217
H 35.537 -31.857 7.423 0.208
H 34.047 -30.603 8.753 0.215
C 26.544 -21.752 -1.305 -0.204
C 26.812 -22.702 -2.324 -0.225
C 27.333 -22.296 -3.515 -0.207
C 27.474 -20.956 -3.828 -0.213
C 27.206 -19.987 -2.887 -0.212
C 26.787 -20.377 -1.601 -0.212
H 26.231 -22.080 -0.325 0.213
H 26.713 -23.715 -1.964 0.212
H 27.692 -22.970 -4.279 0.211
H 27.985 -20.667 -4.734 0.212
H 27.212 -18.945 -3.172 0.215
H 26.484 -19.637 -0.876 0.211



2.
158
Properties=species:S:1:pos:R:3:mulliken_charge:R:1 method="wB97M-V/def2-TZVPD" relative_energy_kj_mol=179.11 charge=+1 mol_weight_g_mol=1126.12 e_homo_ev=-9.8 energy_ha=-8389.67238
Ga -0.380 -0.560 -0.432 1.719
C -2.316 0.652 2.295 -1.027
Si -0.862 1.183 1.199 -1.559
C -1.657 2.637 0.223 1.488
C -2.442 3.508 0.998 -0.771
C -3.262 4.472 0.442 -1.281
C -3.372 4.562 -0.932 -1.191
C -2.609 3.733 -1.729 0.190
C -1.720 2.801 -1.185 -0.202
P -0.546 1.934 -2.279 -0.337
C 0.798 3.232 -2.234 1.080
C 0.360 4.699 -2.292 -1.205
C 1.585 5.588 -2.561 -1.080
C 2.850 5.063 -1.859 -0.701
C 2.467 4.286 -0.604 -0.969
C 1.621 3.046 -0.950 1.106
C -1.303 1.974 -3.992 -0.434
C -1.174 3.279 -4.807 -0.505
C -1.417 3.016 -6.293 -1.456
C -0.298 2.154 -6.886 -0.947
C 0.319 1.254 -5.812 -0.099
C -0.748 0.791 -4.828 1.109
C 0.506 1.606 2.468 1.776
C 0.035 2.603 3.338 -0.417
C 0.666 2.929 4.524 -1.024
C 1.773 2.205 4.916 -1.347
C 2.287 1.244 4.069 -0.426
C 1.723 0.954 2.821 -0.310
P 2.822 0.043 1.655 0.565
C 4.281 1.276 1.822 1.043
C 5.119 1.377 0.530 -0.207
C 6.623 1.520 0.771 -1.055
C 6.896 2.593 1.813 -0.703
C 6.203 2.240 3.141 -1.007
C 5.231 1.058 3.008 -1.097
C 3.564 -1.411 2.544 0.764
C 2.592 -2.420 3.144 -0.233
C 3.362 -3.486 3.947 -1.305
C 4.732 -3.811 3.327 -0.724
C 4.688 -3.591 1.819 -0.797
C 4.494 -2.101 1.511 -0.702
H -2.886 1.530 2.600 0.892
H -1.992 0.136 3.197 0.363
H -2.999 -0.004 1.755 0.170
H -2.424 3.435 2.078 0.214
H -3.836 5.129 1.083 0.429
H -4.048 5.279 -1.382 0.454
H -2.713 3.807 -2.802 0.160
H 1.412 3.011 -3.117 0.390
H -0.095 4.967 -1.335 0.322
H -0.391 4.883 -3.055 0.480
H 1.368 6.601 -2.217 0.431
H 1.761 5.655 -3.639 0.362
H 3.509 5.893 -1.605 0.573
H 3.420 4.413 -2.534 -0.008
H 1.893 4.948 0.049 0.565
H 3.357 3.990 -0.043 0.389
H 0.937 2.880 -0.114 -1.465
H 2.228 2.146 -1.033 -0.164
H -2.360 1.772 -3.788 1.147
H -0.178 3.711 -4.694 0.024
H -1.892 4.023 -4.463 0.628
H -1.478 3.967 -6.825 0.517
H -2.386 2.523 -6.413 0.354
H 0.475 2.790 -7.323 0.383
H -0.697 1.541 -7.697 0.383
H 1.097 1.793 -5.268 -0.563
H 0.795 0.392 -6.277 0.629
H -0.344 0.026 -4.168 -0.829
H -1.563 0.332 -5.386 0.398
H -0.866 3.147 3.081 0.228
H 0.280 3.728 5.144 0.468
H 2.252 2.404 5.866 0.458
H 3.166 0.699 4.387 0.677
H 3.770 2.229 1.995 0.691
H 4.795 2.255 -0.024 -0.015
H 4.942 0.515 -0.096 0.152
H 7.111 1.779 -0.172 0.507
H 7.054 0.569 1.096 0.292
H 6.525 3.551 1.437 0.302
H 7.970 2.709 1.964 0.427
H 5.654 3.105 3.520 0.322
H 6.947 1.984 3.897 0.438
H 4.690 0.975 3.949 0.162
H 5.801 0.138 2.875 0.177
H 4.167 -1.030 3.370 0.432
H 2.009 -2.893 2.349 -0.205
H 1.897 -1.913 3.817 0.215
H 2.755 -4.392 4.007 0.491
H 3.504 -3.132 4.971 0.334
H 5.013 -4.839 3.559 0.457
H 5.505 -3.166 3.757 0.343
H 3.860 -4.171 1.400 0.233
H 5.602 -3.951 1.345 0.527
H 4.081 -1.991 0.503 0.092
H 5.465 -1.599 1.502 0.082
C 4.064 2.157 -6.198 -0.871
C 4.722 1.672 -4.911 -0.980
N 3.768 1.126 -3.959 -0.102
C 3.279 -0.124 -3.912 -0.209
S 2.160 -0.543 -2.712 0.310
N 3.714 -0.989 -4.843 0.028
C 3.370 -2.406 -4.879 -0.403
C 4.215 -3.246 -3.930 -0.761
H 4.815 2.545 -6.886 0.485
H 3.354 2.958 -5.984 0.187
H 3.525 1.348 -6.693 0.216
H 5.230 2.499 -4.414 0.485
H 5.491 0.925 -5.125 0.446
H 3.341 1.759 -3.307 -0.378
H 4.480 -0.702 -5.430 0.229
H 3.501 -2.738 -5.909 0.527
H 2.318 -2.497 -4.625 -0.059
H 5.273 -3.182 -4.189 0.373
H 3.910 -4.291 -3.984 0.400
H 4.081 -2.897 -2.905 -0.033
C -5.187 0.962 -0.737 -1.471
C -4.423 0.031 -1.638 0.382
C -4.921 -0.341 -2.881 -0.863
C -4.232 -1.256 -3.673 -0.108
C -4.770 -1.664 -5.019 -1.767
C -3.028 -1.790 -3.230 -0.008
C -2.479 -1.422 -1.998 -0.103
C -3.214 -0.508 -1.223 1.004
N -1.279 -1.896 -1.451 1.246
C -0.703 -3.210 -1.822 2.086
C -1.771 -4.313 -1.776 -1.612
C -0.006 -3.242 -3.190 -1.166
C 0.361 -3.536 -0.772 -2.197
H -6.158 1.209 -1.164 0.429
H -4.638 1.889 -0.576 0.138
H -5.352 0.505 0.241 0.282
H -5.865 0.066 -3.225 0.367
H -5.755 -1.237 -5.196 0.418
H -4.850 -2.750 -5.094 0.334
H -4.107 -1.328 -5.820 0.308
H -2.519 -2.489 -3.877 0.639
H -2.854 -0.262 -0.228 -1.163
H -2.447 -4.273 -2.627 0.400
H -2.370 -4.246 -0.869 0.116
H -1.278 -5.286 -1.785 0.521
H -0.627 -2.835 -3.985 0.048
H 0.250 -4.273 -3.447 0.616
H 0.907 -2.655 -3.144 -0.293
H -0.081 -3.698 0.210 0.314
H 1.085 -2.710 -0.702 0.393
H 0.915 -4.430 -1.059 0.658
Br -2.981 -4.464 5.155 -0.134
C -2.340 -3.438 3.714 -0.402
C -1.211 -2.652 3.870 -0.824
C -0.778 -1.925 2.774 -0.539
N -1.367 -1.972 1.581 0.908
C -2.462 -2.720 1.457 -0.418
C -2.998 -3.462 2.495 -1.091
H -0.693 -2.598 4.817 0.593
H 0.070 -1.255 2.862 0.551
H -2.928 -2.715 0.479 0.366
H -3.898 -4.043 2.355 0.515



3.
12
Properties=species:S:1:pos:R:3:nbo_charge:R:1 method="wB97M-V/def2-TZVPD" relative_energy_kj_mol=192.14 charge=0 mol_weight_g_mol=149.22 e_homo_ev=-8.4 energy_ha=-1105.72931
F 2.591 -0.019 0.214 -0.280
C 1.325 -0.294 0.091 0.560
N 0.734 -1.558 0.006 -0.593
C -0.681 -1.254 -0.113 -0.070
C -0.892 0.072 -0.150 -0.269
S -2.490 0.742 0.041 0.006
C 0.342 0.747 -0.214 -0.334
S 0.895 2.434 0.038 0.033
H 1.130 -2.631 -0.383 0.462
H -1.433 -1.974 0.144 0.222
H -2.429 0.982 1.530 0.148
H 0.908 2.755 -1.202 0.114



4.
11
Properties=species:S:1:pos:R:3:nbo_charge:R:1 method="wB97M-V/def2-TZVPD" relative_energy_kj_mol=478.20 charge=0 mol_weight_g_mol=96.08 e_homo_ev=-9.5 energy_ha=-343.21022
C 0.082 1.788 1.263 -0.531
C 0.666 0.729 0.770 0.297
O 1.756 -0.036 0.964 -0.410
C 1.111 -0.530 -0.175 0.355
C 0.296 -1.368 -0.806 -0.406
C -1.094 -1.036 -1.130 0.395
O -1.670 -0.059 -0.708 -0.500
H -0.931 2.039 0.998 0.244
H 0.602 2.403 1.987 0.216
H 0.731 -2.249 -1.254 0.216
H -1.548 -1.680 -1.908 0.124



5.
13
Properties=species:S:1:pos:R:3:nbo_charge:R:1 method="wB97M-V/def2-TZVPD" relative_energy_kj_mol=387.32 charge=0 mol_weight_g_mol=94.12 e_homo_ev=-9.1 energy_ha=-303.48855
C -1.227 0.680 0.091 -0.187
C -1.420 -0.483 -0.559 -0.169
C -0.123 -1.202 -0.105 -0.131
N 0.872 -1.142 -1.054 -0.124
N 1.540 -0.123 -0.936 -0.101
C 1.253 0.748 0.166 -0.316
C -0.013 0.238 0.877 -0.282
H -1.512 1.693 0.135 0.212
H -2.009 -0.816 -1.427 0.210
H -0.397 -2.074 0.430 0.212
H 1.073 1.723 -0.402 0.224
H 2.071 0.736 0.794 0.223
H -0.109 0.023 1.988 0.229



6.
122
Properties=species:S:1:pos:R:3:lowdin_spin:R:1 method="wB97M-V/def2-TZVPD" relative_energy_kj_mol=0.00 charge=+1 mol_weight_g_mol=838.89 e_homo_ev="-10.8 / -10.8" s_squared=0.755 spin_multiplicity=2 energy_ha=-3055.78682
C 4.699 -0.108 -3.727 0.043
C 3.440 -0.996 -3.281 0.096
C 2.170 -0.052 -3.216 0.094
O 1.890 0.584 -4.475 0.015
C 1.096 1.757 -4.263 0.004
N 3.337 -1.972 -4.369 0.650
H 5.548 -0.784 -3.624 0.001
H 4.955 0.709 -3.053 0.003
H 4.780 0.188 -4.773 0.001
H 3.587 -1.398 -2.279 0.000
H 2.334 0.623 -2.377 0.006
H 1.314 -0.659 -2.920 0.002
H 0.033 1.637 -4.472 0.001
H 1.357 2.500 -5.017 0.000
H 1.326 2.164 -3.278 0.001
H 2.884 -1.524 -5.153 0.021
H 2.686 -2.681 -4.066 0.024
C 2.240 8.813 0.351 0.000
C 2.316 7.327 0.360 0.000
C 1.200 6.633 -0.461 0.000
O 1.163 5.191 -0.332 0.000
C 0.133 4.591 -1.097 0.000
N 3.607 6.827 -0.104 0.000
H 2.184 9.120 -0.693 0.000
H 3.124 9.202 0.856 0.000
H 1.390 9.145 0.947 0.000
H 2.248 7.090 1.422 0.000
H 1.179 6.890 -1.520 0.000
H 0.232 6.966 -0.085 0.000
H 0.317 3.517 -1.102 0.000
H 0.202 4.899 -2.140 0.000
H -0.872 4.651 -0.679 0.000
H 3.440 6.887 -1.099 0.000
H 3.471 5.831 -0.001 0.000
C -3.529 3.583 1.447 0.000
O -4.320 4.031 0.709 0.000
N -2.641 2.630 1.316 0.000
N -3.655 3.969 2.678 0.000
H -2.483 2.145 0.443 0.000
H -1.955 2.627 2.057 0.000
H -4.269 4.747 2.874 0.000
H -2.983 3.635 3.354 0.000
C -5.878 -0.003 1.634 0.000
O -6.710 -0.854 1.347 0.000
N -4.605 -0.295 1.711 0.000
N -6.080 1.189 2.053 0.000
H -4.322 -1.262 1.635 0.000
H -3.942 0.454 1.849 0.000
H -7.038 1.429 1.839 0.000
H -5.349 1.884 2.095 0.000
C 4.572 -2.131 2.226 0.000
O 4.712 -2.293 1.069 0.000
N 5.124 -2.743 3.208 0.000
N 3.834 -1.123 2.689 0.000
H 5.093 -2.321 4.125 0.000
H 5.535 -3.665 3.181 0.000
H 3.210 -0.693 2.020 0.000
H 3.784 -0.964 3.685 0.000
C -0.186 -0.755 0.436 0.000
O 0.556 -1.511 0.980 0.000
N -1.467 -1.029 0.257 0.000
N 0.200 0.336 -0.044 0.001
H -1.775 -1.824 0.799 0.000
H -2.087 -0.424 -0.261 0.000
H -0.537 0.895 -0.449 0.000
H 1.190 0.527 0.004 0.000
C -3.754 -3.643 2.438 0.000
O -2.901 -3.054 1.847 0.000
N -4.013 -4.916 2.280 0.000
N -4.565 -3.065 3.205 0.000
H -4.872 -5.308 2.638 0.000
H -3.396 -5.403 1.645 0.000
H -4.274 -2.160 3.545 0.000
H -5.377 -3.487 3.631 0.000
C 1.072 -3.300 4.331 0.000
O 1.035 -3.975 5.315 0.000
N 0.426 -2.178 4.086 0.000
N 1.637 -3.747 3.247 0.000
H 0.016 -1.588 4.795 0.000
H 0.430 -1.797 3.150 0.000
H 2.187 -4.590 3.323 0.000
H 1.802 -3.126 2.467 0.000
C -0.743 -5.685 1.118 0.000
O -1.738 -6.099 0.511 0.000
N 0.206 -6.505 1.598 0.000
N -0.563 -4.481 1.525 0.000
H 0.263 -7.484 1.357 0.000
H 1.044 -6.048 1.928 0.000
H 0.209 -4.291 2.148 0.000
H -1.408 -3.957 1.698 0.000
C 3.597 1.916 0.438 0.000
O 2.761 1.256 1.050 0.000
N 4.786 1.536 0.135 0.000
N 3.414 3.152 -0.074 0.000
H 5.104 1.988 -0.710 0.000
H 5.137 0.660 0.495 0.000
H 2.466 3.501 -0.072 0.000
H 4.152 3.742 -0.432 0.000
C -3.629 -3.073 -1.947 0.000
O -4.221 -2.067 -1.654 0.000
N -3.820 -3.659 -3.116 0.000
N -2.746 -3.576 -1.183 0.000
H -3.136 -4.300 -3.493 0.000
H -4.486 -3.242 -3.750 0.000
H -2.671 -4.571 -1.342 0.000
H -2.774 -3.267 -0.222 0.000
C 1.749 -3.716 -1.775 0.002
O 2.243 -4.081 -2.816 0.026
N 0.541 -4.184 -1.355 0.005
N 2.240 -2.806 -0.992 0.002
H 0.285 -3.865 -0.431 0.000
H 0.014 -4.913 -1.814 0.000
H 3.184 -2.476 -1.138 0.000
H 1.721 -2.530 -0.171 0.000
C -2.791 1.714 -2.193 0.000
O -2.115 1.460 -1.200 0.000
N -2.843 2.879 -2.837 0.000
N -3.735 0.929 -2.663 0.000
H -3.505 2.648 -3.564 0.000
H -2.395 3.735 -2.541 0.000
H -4.244 1.284 -3.460 0.000
H -4.016 0.055 -2.241 0.000



7.
29
Properties=species:S:1:pos:R:3:nbo_charge:R:1 method="wB97M-V/def2-TZVPD" relative_energy_kj_mol=292.91 charge=+1 mol_weight_g_mol=204.25 e_homo_ev=-13.2 energy_ha=-666.72805
H 1.855 2.427 2.511 0.393
N 1.371 1.874 1.779 -0.662
C 0.791 0.775 1.986 0.516
O 0.833 -0.056 3.044 -0.471
C 1.315 0.371 4.274 -0.273
C 0.244 0.128 0.758 0.236
N 0.082 -1.175 0.653 -0.215
N -0.446 -1.444 -0.719 -0.117
C 0.637 -2.396 -1.243 -0.391
C -1.820 -2.035 -0.759 -0.423
C -0.489 -0.140 -1.400 0.129
C -0.915 0.187 -2.636 -0.246
C -0.864 1.537 -3.013 -0.126
C -0.553 2.536 -2.038 -0.182
C 0.044 2.129 -0.889 -0.147
C 0.050 0.791 -0.522 -0.074
H 1.035 -0.330 5.178 0.222
H 1.053 1.308 4.581 0.188
H 2.425 0.281 4.326 0.193
H 0.703 -3.170 -0.485 0.245
H 0.370 -2.881 -2.269 0.246
H 1.510 -1.811 -1.111 0.236
H -1.865 -2.993 -0.112 0.253
H -2.573 -1.340 -0.293 0.250
H -2.168 -2.314 -1.706 0.238
H -1.287 -0.574 -3.328 0.241
H -1.237 1.785 -3.983 0.238
H -0.646 3.590 -2.186 0.241
H 0.544 2.940 -0.395 0.260



8.
14
Properties=species:S:1:pos:R:3:nbo_charge:R:1 method="wB97M-V/def2-TZVPD" relative_energy_kj_mol=260.11 charge=-1 mol_weight_g_mol=75.11 e_homo_ev="-3.4 / -3.0" s_squared=0.760 spin_multiplicity=2 energy_ha=-249.53712
C -0.557 1.395 -0.146 -0.467
C 0.205 0.312 -0.079 -0.079
C -0.102 -1.014 -0.612 -0.733
O -2.727 -0.781 -0.888 -1.170
N 2.269 0.524 1.566 -1.072
H -0.243 2.284 0.398 0.175
H -1.523 1.351 -0.637 0.236
H 1.201 0.472 0.626 0.282
H -0.238 -1.723 0.215 0.209
H -1.266 -1.013 -1.025 0.372
H 0.552 -1.417 -1.389 0.189
H -3.260 -1.438 -1.352 0.412
H 2.827 1.341 1.811 0.324
H 2.862 -0.295 1.513 0.323